No. 1
DFT (the ωB97M-V functional and the def2-TZVPD basis) results for C18H16FeN7 as an isolated structure.

Total energy ... -2341.98950 Eh
HOMO level (spin up / spin down) ... -0.5429 / -0.5353 Eh
HOMO-LUMO gap (spin up / spin down) ... 7.78 / 4.95 eV
Total charge ... +2
Multiplicity ... 6
Expectation value of S² ... 8.84

Positions of all 42 atoms, in Å:
Fe 0.0253 0.5649 -1.3479
C 3.7762 -0.7587 -2.9480
C 4.6161 -0.8704 -1.8507
C 4.0985 -0.6401 -0.5882
C 2.7528 -0.3130 -0.4269
N 1.9437 -0.1767 -1.5120
C 2.4596 -0.4002 -2.7301
N 2.3422 -0.1891 0.8919
C 1.1307 -0.1382 1.3228
N -0.0033 -0.0796 0.5262
C -1.1031 -0.2403 1.3111
N -2.3268 -0.3666 0.8760
C -2.7244 -0.4408 -0.4349
C -4.0538 -0.8451 -0.6122
C -4.5677 -1.0281 -1.8829
C -3.7452 -0.7821 -2.9696
C -2.4514 -0.3422 -2.7342
N -1.9334 -0.1733 -1.5143
C -0.6879 -0.3054 2.7192
C -1.4119 -0.4659 3.8836
C -0.6896 -0.5309 5.0720
C 0.7007 -0.4520 5.0808
C 1.4273 -0.3065 3.9020
C 0.7064 -0.2275 2.7276
H 4.1232 -0.9358 -3.9555
H 5.6571 -1.1368 -1.9729
H 4.7040 -0.7207 0.3026
H 1.7843 -0.2877 -3.5708
H -4.6418 -1.0224 0.2763
H -5.5898 -1.3538 -2.0195
H -4.0883 -0.9074 -3.9865
H -1.8080 -0.1022 -3.5730
H -2.4906 -0.5385 3.8739
H -1.2151 -0.6518 6.0093
H 1.2246 -0.5123 6.0249
H 2.5073 -0.2570 3.9070
N 0.6096 2.6886 -1.0791
N -0.7296 2.6646 -1.6567
H 0.6763 3.3277 -0.2909
H 1.2553 3.0185 -1.7904
H -0.8584 3.4001 -2.3470
H -1.4010 2.8345 -0.9132

Atomic partial charges in e from the natural (NBO) method, atoms 1 to 4:
1. Fe 1.565
2. C -0.216
3. C -0.109
4. C -0.171

=====

No. 2
DFT (the ωB97M-V functional and the def2-TZVPD basis) results for one molecule with the formula C6H6F2 at a distorted geometry.

Total energy ... -431.73695 Eh
HOMO level (spin up / spin down) ... -0.2954 / -0.3624 Eh
HOMO-LUMO gap (spin up / spin down) ... 7.03 / 10.05 eV

Positions of all 14 atoms, in Å:
C -0.6533 1.1914 0.8091
C -0.4242 -0.1133 0.6707
C 0.8846 0.6470 -1.2331
C 1.4140 1.4240 -2.1012
C 0.4760 -0.5254 -0.4735
C -1.0349 -1.1711 1.5611
F -1.4348 1.6970 1.7774
F -2.1173 -1.7618 0.9376
H 2.0780 1.0921 -2.8958
H 1.2297 2.4895 -2.0973
H 1.3659 -1.0437 -0.0856
H -0.0556 -1.2248 -1.1370
H -1.4068 -0.7266 2.4902
H -0.3212 -1.9744 1.7772

Atomic partial charges in e from the natural (NBO) method, atoms 1 to 4:
1. C 0.478
2. C -0.265
3. C 0.220
4. C -0.517

=====

No. 3
DFT (the ωB97M-V functional and the def2-TZVPD basis) results for one molecule with the formula C3H4OS at a distorted geometry.

Total energy ... -590.00999 Eh
HOMO level ... -0.3319 Eh
HOMO-LUMO gap ... 8.44 eV
SMILES ... S=C[C@H]1CO1

Positions of all 9 atoms, in Å:
S -1.9075 0.3809 0.3274
C -0.5205 -0.1969 -0.3345
C 0.7210 0.1264 0.1160
C 1.7082 -0.8208 0.0643
O 1.8569 0.2877 -0.5860
H -0.6110 -0.8491 -1.2187
H 0.8787 0.6338 1.0279
H 1.5512 -1.7440 -0.4613
H 2.3946 -1.0889 1.0264

Atomic partial charges in e from the natural (NBO) method, atoms 1 to 4:
1. S 0.052
2. C -0.252
3. C -0.093
4. C -0.025

=====

No. 4
DFT (the ωB97M-V functional and the def2-TZVPD basis) results for C24H36BrN2O4SSiTc as an isolated structure.

Total energy ... -4688.86546 Eh
HOMO level (spin up / spin down) ... -0.4387 / -0.4349 Eh
HOMO-LUMO gap (spin up / spin down) ... 6.95 / 6.30 eV
Total charge ... +1
Multiplicity ... 4
Expectation value of S² ... 3.80

Positions of all 70 atoms, in Å:
Tc 0.9328 -0.8344 1.0887
Br -5.1768 -5.1746 0.9284
C -3.4928 -4.3819 0.6700
C -2.8108 -3.8513 1.7554
C -1.5772 -3.2524 1.5631
C -1.0335 -3.2092 0.2868
C -1.7213 -3.7334 -0.8026
C -2.9565 -4.3231 -0.6098
N 0.2426 -2.5838 0.0971
C 1.0945 -3.0954 -0.7113
C 2.3663 -2.4064 -0.9286
C 3.3738 -2.9167 -1.7141
C 4.5741 -2.2141 -1.7973
C 4.7242 -1.0473 -1.0742
C 3.6660 -0.5913 -0.2995
N 2.5047 -1.2416 -0.2544
H -3.2397 -3.9042 2.7458
H -1.0360 -2.8386 2.4033
H -1.3241 -3.6395 -1.8060
H -3.5094 -4.7204 -1.4490
H 0.8964 -4.0378 -1.2141
H 3.2300 -3.8504 -2.2403
H 5.3827 -2.5895 -2.4094
H 5.6471 -0.4863 -1.0934
H 3.7423 0.3036 0.3032
O 1.6631 -0.3554 4.8005
S 1.5530 -0.7316 3.4481
O 1.9594 0.3587 2.4118
O 0.0790 -0.8881 2.9247
O 2.2034 -1.9418 2.9292
C 0.4003 4.0504 -0.3369
C 1.1223 2.7030 -0.1132
C 2.0442 2.4841 -1.3235
C 2.0435 2.8899 1.1000
Si -0.2153 1.3082 0.0567
C -0.8526 0.7279 -1.6696
C -2.1002 -0.1625 -1.5596
C -1.2639 1.9423 -2.5355
C 0.1850 -0.0687 -2.4773
C -1.6440 1.7027 1.2910
C -2.4988 0.4875 1.6953
C -2.6184 2.7016 0.6268
C -1.1044 2.3370 2.5801
H 1.1564 4.8048 -0.5751
H -0.1173 4.3914 0.5576
H -0.3098 4.0312 -1.1629
H 2.8060 3.2698 -1.3242
H 1.5229 2.5430 -2.2768
H 2.5689 1.5272 -1.2854
H 2.5866 3.8307 0.9677
H 2.7845 2.0976 1.1847
H 1.5196 2.9348 2.0502
H -2.9731 0.3946 -1.2227
H -1.9666 -1.0074 -0.8829
H -2.3342 -0.5641 -2.5512
H -1.9851 2.5881 -2.0355
H -1.7356 1.5679 -3.4490
H -0.4163 2.5555 -2.8359
H 0.3517 -1.0562 -2.0503
H 1.1485 0.4278 -2.5692
H -0.2053 -0.2255 -3.4880
H -2.9386 -0.0278 0.8452
H -3.3279 0.8526 2.3097
H -1.9521 -0.2269 2.3015
H -3.1807 2.2449 -0.1885
H -2.1423 3.6042 0.2521
H -3.3467 3.0106 1.3829
H -0.3684 1.7092 3.0819
H -1.9398 2.4806 3.2715
H -0.6604 3.3162 2.4062

Atomic partial charges in e from the natural (NBO) method, atoms 1 to 4:
1. Tc 1.213
2. Br 0.125
3. C -0.071
4. C -0.201

=====

No. 5
DFT (the ωB97M-V functional and the def2-TZVPD basis) results for a 2-piece molecular cluster, C5H11NO2 overall at a distorted geometry.

Total energy ... -402.26258 Eh
HOMO level ... -0.3026 Eh
HOMO-LUMO gap ... 8.84 eV
SMILES ... C/C(O)=C/O.[H]/N=C/C

Positions of all 19 atoms, in Å:
C 1.6031 0.5240 1.2659
C 1.3046 -0.0873 -0.0659
O 1.7608 0.6425 -1.1282
C 0.9503 -1.4073 -0.2336
O 1.1360 -1.9494 -1.5217
H 1.1542 -0.0635 2.0667
H 1.2182 1.5414 1.3042
H 2.6850 0.5723 1.4254
H 1.7052 0.0712 -1.9096
H 1.0471 -2.0926 0.5986
H 1.4846 -2.8416 -1.4411
H -0.7740 -1.3944 -0.2279
N -1.8386 -0.9043 -0.2208
C -1.6495 0.3213 -0.2442
C -2.6321 1.3906 0.0952
H -0.5524 0.6734 -0.2914
H -2.7129 2.0898 -0.7366
H -2.2839 1.9565 0.9603
H -3.6056 0.9574 0.3046

Atomic partial charges in e from the natural (NBO) method, atoms 1 to 4:
1. C -0.655
2. C 0.297
3. O -0.679
4. C -0.097

=====

No. 6
DFT (the ωB97M-V functional and the def2-TZVPD basis) results for one molecule with the formula CH2F3N at a distorted geometry.

Total energy ... -393.49752 Eh
HOMO level ... -0.4039 Eh
HOMO-LUMO gap ... 11.96 eV
SMILES ... FCN(F)F

Positions of all 7 atoms, in Å:
F -0.5537 1.1176 -0.9932
C -0.3217 0.3524 0.0436
N -1.6207 -0.4151 0.2658
F -2.2870 -0.4057 -0.9364
F -2.4284 0.4347 0.9704
H 0.6026 -0.2222 -0.1952
H -0.2613 0.9942 0.9198

Atomic partial charges in e from the natural (NBO) method, atoms 1 to 4:
1. F -0.324
2. C 0.147
3. N 0.271
4. F -0.222

=====

No. 7
DFT (the ωB97M-V functional and the def2-TZVPD basis) results for a 2-piece molecular cluster, C4H7NO overall.

Total energy ... -286.51147 Eh
HOMO level ... -0.3273 Eh
HOMO-LUMO gap ... 9.66 eV
SMILES ... C=C=N.C=CO

Positions of all 13 atoms, in Å:
C -1.8476 -0.4544 0.6061
C -1.4401 0.7614 0.3545
N -0.9234 1.8487 0.1101
H -1.4966 -0.9268 1.5157
H -2.4250 -1.0216 -0.1127
H -0.0255 1.6307 -0.3511
C 0.6152 -0.9288 -0.8650
C 1.3935 0.0200 -0.3572
O 1.7412 0.0067 0.9656
H 0.2841 -1.7516 -0.2427
H 0.2608 -0.8820 -1.8878
H 1.8071 0.8215 -0.9710
H 2.0563 0.8763 1.2355

Atomic partial charges in e from the natural (NBO) method, atoms 1 to 4:
1. C -0.645
2. C 0.434
3. N -0.641
4. H 0.248

=====

No. 8
DFT (the ωB97M-V functional and the def2-TZVPD basis) results for one molecule with the formula C3H5N3 at a distorted geometry.

Total energy ... -281.46793 Eh
HOMO level ... -0.3222 Eh
HOMO-LUMO gap ... 9.51 eV

Positions of all 11 atoms, in Å:
N -1.7034 -0.0937 0.1793
C -0.3079 -0.0931 0.0560
C 0.5303 -1.1350 0.1163
C 2.4808 0.5855 -0.2445
N 1.5193 1.2893 -0.1739
N 0.1794 1.2156 -0.1697
H -2.0827 -1.0258 0.2809
H -2.1779 0.3954 -0.5722
H 0.2016 -2.1600 0.1156
H 1.6115 -1.0214 0.1710
H -0.2866 2.0045 0.2612

Atomic partial charges in e from the natural (NBO) method, atoms 1 to 4:
1. N -0.819
2. C 0.319
3. C -0.559
4. C 0.253